[1]
Below is a molecular structure, C21H42N6O5 in a non-equilibrium geometry, with properties calculated with ωB97M-V with the def2-TZVPD basis set.

```
! wB97M-V def2-TZVPD RIJCOSX def2/J DEFGRID3
* xyz 0 1
C -5.10000 23.76383 -19.62530
O -4.27560 24.66635 -19.54082
N -5.85297 23.52011 -18.51593
C -6.90262 22.59895 -18.67511
C -5.92929 24.45505 -17.32920
H -5.20649 23.16897 -20.54563
H -7.62458 23.32963 -19.03977
H -7.26603 22.23956 -17.71237
H -6.72900 21.73072 -19.31082
H -6.65634 25.23750 -17.54660
H -6.31682 23.93406 -16.45370
H -4.95307 24.78515 -16.97405
C -8.39353 21.51409 -20.45500
O -7.72960 21.07622 -21.38484
N -8.81170 20.91879 -19.34053
C -8.50771 19.43819 -19.13638
C -9.27502 21.50841 -18.09081
H -8.78457 22.54188 -20.40081
H -9.39579 18.81114 -19.05745
H -7.69765 19.36235 -18.41102
H -8.09096 19.11167 -20.08917
H -10.15822 20.93969 -17.79991
H -8.71976 21.15172 -17.22330
H -9.44056 22.58174 -18.18381
C -7.68395 25.68936 -23.74945
O -8.20398 24.81477 -22.99408
N -7.62086 26.99827 -23.51950
C -6.79351 27.75788 -24.42274
C -8.25988 27.74056 -22.39072
H -7.13423 25.54779 -24.69283
H -6.00755 27.20912 -24.94161
H -6.34705 28.57040 -23.84950
H -7.35004 28.28241 -25.19942
H -7.59111 28.45964 -21.91768
H -9.21934 28.09429 -22.76810
H -8.30091 26.95326 -21.63801
C -13.44535 24.22151 -21.86415
C -12.82021 25.62086 -21.72056
O -12.49672 26.05748 -20.59907
C -12.91687 26.57524 -22.92714
H -12.78485 23.58704 -21.27314
H -13.29823 23.79931 -22.85823
H -14.46519 24.29903 -21.48729
H -13.92835 26.95244 -23.07788
H -12.38407 26.13902 -23.77209
H -12.40540 27.50442 -22.67591
C -10.33803 25.61716 -24.25297
C -11.31520 24.51420 -23.73062
O -11.41962 24.17364 -22.56800
C -12.12931 23.76900 -24.80139
H -10.02380 25.52799 -25.29288
H -9.43069 25.57911 -23.65014
H -10.75162 26.59519 -24.00705
H -12.46042 24.56487 -25.46852
H -12.88090 23.03341 -24.51481
H -11.38253 23.17738 -25.33093
C -11.08845 27.76614 -19.98919
C -10.85196 27.53060 -21.42781
N -10.59852 27.33458 -22.53166
H -11.38719 28.81435 -19.97874
H -10.27730 27.55637 -19.29195
H -11.97251 27.23613 -19.63473
C -7.30589 22.95661 -22.62167
C -5.97660 22.92086 -22.14524
N -4.83787 23.04726 -21.77926
H -7.46213 23.90711 -23.13180
H -8.01170 23.04786 -21.79607
H -7.42805 22.10263 -23.28793
C -9.72581 25.52653 -21.34884
C -9.20840 24.28882 -20.53929
N -8.79995 23.38152 -19.96885
H -9.52845 25.20764 -22.37230
H -9.23991 26.43275 -20.98722
H -10.78690 25.74183 -21.22296
*
```

Relative energy (zero: lowest compared OMol25 entry of this formula, charge and spin) in kcal/mol: 539.2
LUMO energy in Eh: 0.0042
Orbital gap in eV: 6.4
Highest occupied orbital energy in eV: -6.24


[2]
Below is a molecular structure, C34H60Cl2IrP2 in a non-equilibrium geometry, with properties calculated with ωB97M-V with the def2-TZVPD basis set.

```
! wB97M-V def2-TZVPD RIJCOSX def2/J DEFGRID3
* xyz -1 5
P -0.01297 -0.29384 -1.83737
C 1.49934 0.31074 -2.86938
C 1.73465 -0.17350 -4.31284
C 3.11748 0.26138 -4.80957
C 3.39899 1.76249 -4.62131
C 3.02159 2.27708 -3.22744
C 1.61429 1.83337 -2.80553
C -1.45334 0.54519 -2.77323
C -1.35193 0.67004 -4.29621
C -2.66327 1.21584 -4.87765
C -3.09531 2.53146 -4.22227
C -3.05261 2.48933 -2.68667
C -1.74866 1.90538 -2.13005
C -0.21381 -1.96722 -2.67269
C 0.98584 -2.85991 -2.31582
C 0.88643 -4.21657 -3.02934
C -0.45446 -4.91977 -2.79973
C -1.66303 -4.00430 -3.04140
C -1.54777 -2.65031 -2.32871
H 2.30035 -0.10737 -2.23973
H 0.97181 0.25562 -4.97562
H 1.64736 -1.26555 -4.40175
H 3.21338 -0.00092 -5.87133
H 3.88147 -0.31944 -4.27534
H 4.46709 1.94361 -4.79738
H 2.85281 2.33456 -5.38200
H 3.74077 1.90461 -2.48604
H 3.07855 3.37116 -3.20483
H 1.41011 2.19834 -1.78802
H 0.87828 2.28689 -3.48531
H -2.31219 -0.11224 -2.56336
H -3.44738 0.45787 -4.74799
H -1.12099 -0.29770 -4.76827
H -0.53708 1.36369 -4.54799
H -2.54159 1.35522 -5.95887
H -4.11297 2.77192 -4.55356
H -2.44345 3.34035 -4.57910
H -3.19868 3.49800 -2.28711
H -3.88911 1.88150 -2.31630
H -1.81737 1.79347 -1.03616
H -0.91703 2.59258 -2.33724
H -0.21764 -1.80376 -3.76455
H 1.94063 -2.38330 -2.59330
H 1.00646 -2.99688 -1.22533
H 1.04088 -4.06486 -4.10573
H 1.70332 -4.85943 -2.68395
H -0.49350 -5.29280 -1.77109
H -0.52514 -5.79298 -3.46116
H -2.57862 -4.50768 -2.70868
H -1.77896 -3.82890 -4.11920
H -2.40012 -2.02350 -2.63099
H -1.61070 -2.77054 -1.23937
Ir 0.19711 0.20101 1.56624
Cl -1.73500 -0.80678 0.75368
Cl 2.23710 0.11696 0.48192
C -0.76862 1.57492 2.50437
H -1.55159 1.32859 3.24729
C -0.66547 2.97464 2.17894
C -1.38538 3.98045 2.90900
C -1.41615 5.28173 2.41972
C -0.72552 5.60390 1.22979
C 0.02982 4.62847 0.55254
C 0.10173 3.33874 1.06849
H -1.90106 3.69648 3.82611
H -1.97998 6.04968 2.95083
H 0.55027 4.89497 -0.36247
H 0.74569 2.57833 0.61256
H -0.78856 6.63179 0.84681
C 3.05280 -0.96777 3.53012
C 1.80233 -1.78232 3.86842
C 2.04041 -2.47891 5.20595
P 0.24364 -0.82661 3.65374
C -1.24067 -1.95244 3.78718
C -1.04507 -3.22508 4.59450
C -2.51346 -1.22648 4.22796
C 0.07959 0.18550 5.18360
C -0.15060 -0.52374 6.52768
C 1.25077 1.16032 5.30954
H 3.34836 -0.32366 4.36859
H 2.90982 -0.35322 2.63396
H 3.87044 -1.67326 3.33072
H 1.65047 -2.56601 3.09827
H 2.41960 -1.79848 5.97447
H 1.17879 -3.02224 5.60069
H 2.83975 -3.22450 5.04485
H -1.38532 -2.25788 2.73729
H -0.96901 -3.04683 5.67125
H -1.93482 -3.84720 4.44025
H -0.18220 -3.80004 4.25230
H -2.74967 -0.36626 3.58823
H -3.35056 -1.93009 4.13756
H -2.47591 -0.89276 5.26852
H -0.80992 0.78885 4.97134
H 0.75343 -1.03523 6.86383
H -0.37926 0.24011 7.27970
H -0.98088 -1.23983 6.55458
H 1.36564 1.74878 4.39051
H 1.02169 1.85254 6.13126
H 2.20325 0.67243 5.55121
*
```

LUMO energy (alpha / beta) in Eh: 0.0980 / 0.0818
⟨S²⟩: 6.04
Orbital gap (alpha / beta) in eV: 4.9 / 6.9
Highest occupied orbital energy (alpha / beta) in eV: -2.27 / -4.71


[3]
Below is a single C12H16F3NO6S molecule in a non-equilibrium geometry, with properties calculated with ωB97M-V with the def2-TZVPD basis set.

```
! wB97M-V def2-TZVPD RIJCOSX def2/J DEFGRID3
* xyz 0 1
C 2.98035 0.94583 1.64099
C 2.90349 0.71304 0.14006
N 3.66175 -0.09509 -0.46563
C 1.92103 1.51961 -0.69076
C 0.70508 0.81041 -1.31533
O 1.13838 0.16369 -2.51996
S 1.18358 -1.43557 -2.39755
O 2.49989 -1.88623 -2.63905
O 0.12751 -2.02110 -3.15286
O 0.79264 -1.47765 -0.85795
C -0.04296 -0.32354 -0.55764
C -1.43142 -0.45044 -1.21919
C -2.36287 -1.53944 -0.69072
O -1.63800 -2.71603 -0.28174
C -2.19481 -3.39182 0.75577
O -3.20297 -4.02925 0.69095
C -0.14985 -0.21766 0.95793
C -0.49933 1.16031 1.54346
C -1.94955 1.47677 1.40004
F -2.82370 0.66005 2.02279
C -2.42504 2.48779 0.67601
F -3.46612 2.44950 -0.12742
F -1.84596 3.67200 0.63165
H 2.97478 -0.02789 2.13517
H 3.90237 1.46394 1.89977
H 2.11242 1.49543 1.99959
H 4.27584 -0.57118 0.19670
H 1.60408 2.40486 -0.13750
H 2.49146 1.89449 -1.54368
H -0.04393 1.58370 -1.49838
H -1.34704 -0.51395 -2.29950
H -1.93841 0.49800 -1.02051
H -3.03586 -1.83159 -1.49920
H -2.99772 -1.19350 0.12795
H -1.61204 -3.31765 1.68884
H 0.79957 -0.56213 1.36941
H -0.89396 -0.92326 1.32587
H 0.05854 1.98526 1.10633
H -0.23124 1.14028 2.60528
*
```

Relative energy (zero: lowest compared OMol25 entry of this formula, charge and spin) in kcal/mol: 43.0
LUMO energy in Eh: 0.0078
Orbital gap in eV: 10.1
Highest occupied orbital energy in eV: -9.85


[4]
Below is 2 unconnected molecules or ions with the total composition C7H11NO in a non-equilibrium geometry, with properties calculated with ωB97M-V with the def2-TZVPD basis set.

```
! wB97M-V def2-TZVPD RIJCOSX def2/J DEFGRID3
* xyz 0 1
C 0.55597 -0.91476 -0.36217
C 0.22798 -0.57237 -1.61900
C -0.15360 2.47409 0.62892
C 0.33602 1.46044 1.29537
C -0.61308 -0.70517 0.48606
C 0.88599 -0.41044 -2.94742
C -0.87171 -1.49467 1.70741
N -1.66163 -0.47575 -0.39255
O -1.11780 -0.26942 -1.71986
H 1.51403 -1.06829 0.14608
H -0.08510 3.52260 0.82261
H -0.79506 2.23981 -0.19970
H 1.13150 1.46529 1.93831
H 0.63954 0.53198 -3.31732
H 0.34442 -1.07490 -3.49944
H 1.91700 -0.52175 -3.14520
H 0.15099 -1.77858 1.98481
H -1.54861 -2.38776 1.41671
H -1.50449 -0.78996 2.40008
H -2.48748 0.16327 -0.36185
*
```

Relative energy (zero: lowest compared OMol25 entry of this formula, charge and spin) in kcal/mol: 162.6
LUMO energy (alpha / beta) in Eh: 0.0342 / 0.0344
Orbital gap (alpha / beta) in eV: 7.4 / 7.5
Highest occupied orbital energy (alpha / beta) in eV: -6.46 / -6.55